90
Properties=species:S:1:pos:R:3:forces:R:3 method="wB97M-V/def2-TZVPD" homo_energy_ev=-8.12 multiplicity=1 lumo_ha=-0.0307 largest_force_ev_per_a=3.202 gap_ev=7.284 energy_ev=-69871.6376
C 1.404 -3.318 -0.038 0.521 0.048 -1.502
H -1.611 -0.079 4.852 -0.098 -0.050 -0.222
O 0.630 -0.308 0.630 0.643 0.783 -0.107
H -2.505 0.123 2.582 -0.085 -0.865 0.017
N -2.505 1.169 2.660 -0.263 -0.783 0.027
H -0.365 3.050 -0.679 0.142 0.378 0.369
H -2.295 0.560 -1.485 0.119 -0.642 -0.037
C -1.633 -2.490 2.178 -2.554 0.197 0.154
H 1.796 -2.558 -0.719 -0.637 0.270 -0.001
C 4.589 1.029 1.059 0.412 -0.036 -0.091
H -1.816 3.066 -1.185 -1.354 -0.086 -0.608
C -0.603 4.369 -2.312 0.506 -0.621 0.898
O 5.201 1.375 2.011 0.037 0.069 0.538
C -2.475 0.548 5.115 0.388 -1.803 0.072
H 2.588 0.644 1.560 -0.266 1.110 -0.025
C -1.484 4.751 0.021 0.231 -0.972 1.199
H 4.487 -1.381 2.466 -0.267 -0.332 -0.284
H -0.460 -1.155 2.620 0.543 -0.270 0.297
H 1.829 2.879 4.475 0.102 -0.057 0.252
H -1.297 5.104 -2.702 -0.405 -0.390 0.064
O 4.150 -1.544 -3.080 -0.682 -0.294 1.138
H -0.438 3.487 -2.924 0.004 0.438 -0.595
H 0.371 -3.130 0.256 0.151 0.305 0.504
H 1.823 -5.970 0.691 -0.031 0.494 0.070
H 5.960 1.753 -0.368 -0.110 0.252 0.030
H -0.243 5.003 1.828 0.115 0.134 -0.402
C 1.120 1.554 3.417 0.096 -0.199 -1.237
O -2.541 -1.635 2.500 1.123 0.392 -0.088
H -1.550 1.403 2.347 -0.219 0.182 -0.486
H 2.637 -1.223 2.717 0.211 -0.545 -0.234
C 2.997 -1.240 -2.751 1.822 0.566 -2.571
C -0.904 0.978 -4.967 0.321 -0.703 0.737
H 3.754 -0.091 3.378 0.092 0.177 -0.178
H -1.539 -3.498 -4.401 -0.305 0.016 0.244
O 1.729 2.080 2.445 0.356 0.111 0.448
C 1.403 -4.541 -0.900 0.606 0.477 0.795
H 0.047 1.204 -5.436 -0.025 0.223 0.050
H 1.874 -0.406 -1.656 0.053 0.045 0.962
H -0.052 -2.987 -3.662 0.016 0.100 0.305
H -1.578 -2.488 -2.876 -0.102 0.153 -0.072
H 1.486 -6.622 -0.764 0.227 0.238 -0.177
H -3.309 -0.155 5.127 -0.128 0.155 -0.243
C 3.603 -0.757 2.530 -0.187 0.774 0.192
H 0.177 -0.488 -3.643 1.239 1.032 0.065
C -3.581 1.235 -2.592 -2.052 1.392 -1.489
H -2.249 0.865 6.128 -0.342 0.775 -0.201
H -0.293 -7.008 0.915 0.436 0.275 0.385
C -2.529 1.585 4.074 0.855 1.248 1.214
N -0.722 -0.219 -4.074 -0.575 -1.253 -0.788
C 4.954 1.352 -0.344 -0.690 -0.831 -0.432
C -3.595 1.727 1.783 0.301 -0.153 0.650
H 2.154 -3.286 0.752 -0.484 -0.674 0.481
O -0.908 1.223 0.193 0.782 0.482 0.031
O -1.264 -1.549 -5.920 0.260 0.140 -0.710
O -3.333 2.339 -2.002 1.197 -0.172 0.701
C -1.071 4.414 1.435 -0.170 -0.489 0.039
H 4.888 0.436 -0.943 0.146 0.006 -0.017
O -2.370 2.750 4.309 -0.473 0.001 -0.551
H 3.118 -0.410 0.475 0.260 -0.366 -0.644
O 1.507 -4.663 -2.064 -0.167 -0.148 -0.300
O 2.800 -0.711 -1.470 -1.213 0.126 0.023
O -0.045 0.047 -1.487 1.297 0.307 0.707
H -4.509 1.153 1.921 0.195 -0.299 0.048
O 1.315 2.080 4.663 -0.279 -0.128 -0.631
O -0.342 -2.088 2.373 -0.170 -0.115 0.072
C -1.094 -2.688 -3.828 0.948 -0.289 -0.640
O 1.987 -1.161 -3.505 -0.682 -0.290 0.559
O -1.887 -3.614 1.730 1.342 -0.143 -0.165
H -0.638 -5.233 0.706 -0.154 0.017 0.375
H -1.640 0.706 -5.716 0.026 0.007 -0.009
H -3.804 2.726 2.159 0.221 0.256 -0.588
H 4.204 1.993 -0.811 0.119 0.241 0.116
C -1.019 -1.522 -4.766 -1.232 0.000 0.923
O 0.358 0.567 3.281 -0.405 0.084 0.730
H -1.351 -0.180 -3.255 -0.413 0.274 0.080
N -1.045 3.749 -1.017 0.094 0.410 -0.133
C -0.065 0.386 -0.282 -2.727 -0.459 -0.995
H -3.235 1.612 0.765 -0.195 0.476 -0.092
O -2.829 0.147 -2.196 0.634 0.335 0.633
H -0.815 -6.433 -0.595 0.374 0.418 -0.382
O -4.428 1.079 -3.480 1.033 -0.564 0.614
O -2.190 5.639 -0.295 -0.070 0.552 -0.663
H -1.911 4.603 2.101 -0.086 0.065 -0.119
H -0.797 3.361 1.510 0.122 0.050 -0.042
C -0.219 -6.138 0.267 -0.401 0.061 -0.125
H 0.368 0.186 1.441 0.515 -0.448 0.571
H -1.314 1.765 -4.342 0.205 0.184 -0.083
H 0.333 4.877 -2.085 0.105 -0.072 -0.243
N 1.227 -5.864 -0.130 -0.862 -1.527 0.065
N 3.426 0.100 1.303 0.012 -0.236 0.759

***

16
Properties=species:S:1:pos:R:3:forces:R:3 method="wB97M-V/def2-TZVPD" homo_energy_ev=-16.33 multiplicity=1 lumo_ha=-0.1516 largest_force_ev_per_a=4.879 gap_ev=12.204 smiles="C[N+](C)(C)C(=O)Cl" charge=+1 energy_ev=-20345.2843
C 2.104 0.542 0.191 -2.048 2.024 0.890
N 0.467 0.182 0.037 1.909 -2.187 -0.283
H 0.992 -1.863 -0.250 -1.265 0.694 -0.679
C -0.107 -0.143 1.377 1.838 4.037 2.032
H 0.616 -0.506 2.117 -0.055 -0.166 -0.603
C 0.361 -1.071 -0.750 0.648 -1.221 1.798
Cl 3.183 -0.610 -0.297 0.493 -0.674 -0.278
H -0.847 -0.769 1.170 -2.994 -3.189 -0.467
H -0.655 -1.311 -0.922 -1.356 -0.578 0.928
H -1.267 1.291 -0.556 -0.746 -0.570 0.264
O 2.318 1.602 0.657 -0.101 -0.752 -0.339
H 0.072 1.256 -1.653 0.435 0.158 -1.564
H 0.609 -0.965 -1.741 1.708 0.743 -2.200
H -0.634 0.731 1.855 0.973 -0.422 -0.704
C -0.204 1.279 -0.646 -0.705 -1.897 -0.354
H 0.164 2.064 -0.164 1.267 4.000 1.562

***

158
Properties=species:S:1:pos:R:3:forces:R:3 method="wB97M-V/def2-TZVPD" homo_energy_ev=-7.73 multiplicity=1 lumo_ha=0.0209 largest_force_ev_per_a=1.688 gap_ev=8.301 smiles=c1cc[nH]c1.c1cc[nH]c1.c1cc[nH]c1.c1cc[nH]c1.c1cc[nH]c1.c1cc[nH]c1.c1cc[nH]c1.CCN(CC)CC.CCN(CC)CC.CCN(CC)CC.CCN(CC)CC energy_ev=-71852.9599
H 7.217 10.728 -22.825 -0.145 -0.136 -0.151
H 12.586 9.512 -20.752 -0.030 -0.074 0.024
H 16.250 12.044 -27.464 -0.028 -0.008 0.027
N 18.078 13.676 -21.674 0.037 -0.829 0.272
H 10.255 8.902 -17.323 -0.267 0.034 0.015
C 11.960 9.680 -19.893 -0.757 0.011 -0.416
H 13.598 7.614 -25.694 -0.033 0.196 -0.194
H 17.161 15.099 -27.569 -0.160 0.024 -0.181
H 13.052 9.565 -23.366 -0.397 -0.137 -0.167
H 22.436 15.882 -27.267 -0.067 0.108 0.253
C 18.900 13.906 -27.805 0.664 0.452 0.844
N 13.035 12.973 -27.903 -0.975 0.141 0.376
H 15.864 9.325 -27.928 0.028 -0.024 -0.006
H 11.389 7.654 -19.166 0.219 0.038 0.141
H 19.753 13.768 -28.479 -0.208 -0.257 -0.310
N 14.987 9.061 -23.893 0.460 -0.883 -0.579
H 18.075 8.179 -29.105 -0.032 0.014 -0.045
H 18.438 15.941 -28.445 0.126 -0.008 0.145
C 9.292 10.132 -22.317 -0.471 -0.636 -0.595
H 21.058 9.842 -17.482 -0.156 0.069 -0.162
C 14.774 4.112 -23.481 0.107 0.609 -0.491
H 10.619 11.406 -27.690 0.292 -0.210 -0.497
H 14.655 12.447 -18.938 -0.011 -0.053 0.050
H 18.149 6.397 -16.720 -0.112 -0.034 0.077
H 17.891 13.060 -24.784 0.141 0.311 -0.132
H 13.987 3.818 -22.808 0.113 -0.059 0.139
H 17.308 13.055 -19.123 -0.122 0.106 0.299
H 19.970 15.333 -19.590 -0.244 0.139 0.031
C 16.798 6.334 -19.756 -0.631 0.303 0.610
C 15.533 10.261 -23.278 0.354 0.156 0.150
H 12.034 8.480 -25.448 0.080 -0.176 -0.255
C 11.428 10.937 -19.491 0.433 -0.057 0.194
H 12.155 10.422 -27.366 -0.267 0.061 -0.605
C 19.441 14.623 -20.203 -0.429 0.306 -0.045
C 17.634 7.495 -25.905 -0.101 -0.172 -0.391
C 18.309 14.815 -20.962 0.444 0.689 -0.395
H 9.596 7.868 -24.769 0.268 -0.153 0.201
H 19.176 6.675 -27.266 0.085 0.093 0.442
C 24.001 8.437 -21.872 -0.277 -0.352 0.472
H 23.503 8.400 -22.839 -0.002 0.089 0.015
C 18.335 7.325 -27.066 1.096 -0.428 -0.515
N 10.676 9.359 -18.106 -0.254 0.529 -0.985
H 13.855 11.050 -28.285 -0.470 0.200 -0.379
C 9.388 8.575 -23.985 0.174 0.990 0.688
H 14.403 6.765 -21.380 0.718 -0.008 -0.010
H 15.636 11.037 -24.043 -0.288 -0.054 -0.186
H 22.637 9.271 -17.928 0.063 -0.039 -0.326
H 16.711 3.911 -22.370 -0.264 0.094 0.150
H 17.790 7.017 -24.956 -0.177 0.235 0.221
C 17.749 8.096 -28.083 -1.363 0.284 0.244
H 18.984 8.222 -21.149 -0.005 -0.154 0.159
C 21.746 15.046 -27.178 -0.628 -0.385 -0.554
H 16.913 9.408 -21.847 0.529 -0.263 -0.148
C 10.104 9.154 -22.948 0.235 -0.584 -0.161
C 11.378 8.731 -19.094 0.816 -0.478 0.207
C 15.207 7.802 -23.153 -0.730 0.449 0.555
C 17.900 6.089 -18.910 0.449 -0.364 -0.090
H 17.588 9.833 -23.548 0.384 -0.505 0.372
C 15.486 11.764 -18.835 -0.646 -0.037 -0.834
H 11.423 13.218 -26.544 0.398 0.536 -0.098
H 18.620 10.825 -18.672 0.007 -0.434 -0.056
H 19.307 7.230 -22.521 0.222 0.013 -0.131
C 16.609 8.662 -27.520 0.761 -0.124 0.275
C 14.426 7.759 -21.837 -0.620 -0.502 0.243
H 19.850 6.689 -20.936 0.219 0.055 0.078
H 11.653 11.891 -19.937 -0.079 0.054 0.046
H 15.164 11.185 -26.382 -0.103 -0.298 -0.367
H 17.245 11.060 -22.318 0.051 -0.126 0.011
C 8.080 10.107 -22.988 0.627 0.894 0.711
C 13.374 14.391 -27.700 0.516 -0.039 -0.581
C 19.743 7.562 -21.575 -0.561 0.658 -0.106
C 18.700 12.418 -25.140 -0.295 -0.391 0.064
C 17.565 6.428 -17.623 -0.417 0.054 -0.116
H 20.762 12.884 -20.038 -0.112 -0.313 0.148
H 20.077 8.941 -19.605 0.088 0.003 0.148
H 14.778 8.501 -21.117 0.094 -0.067 0.045
H 24.199 7.412 -21.549 0.305 0.006 -0.244
C 20.373 15.408 -26.573 0.549 -0.104 0.601
C 16.115 4.198 -23.224 0.810 -0.543 0.363
H 17.574 14.712 -29.289 -0.294 -0.090 0.127
N 8.178 9.205 -23.986 -0.426 -0.718 -0.863
C 21.114 9.290 -19.590 -1.035 0.396 0.166
N 16.655 9.910 -18.663 0.055 -0.599 0.229
H 10.114 11.374 -17.737 0.059 0.096 -0.117
H 16.091 5.089 -26.342 0.235 0.145 0.133
N 16.781 4.579 -24.366 -1.380 0.238 -0.083
C 16.852 12.103 -18.905 0.377 -0.407 0.409
H 21.267 8.136 -17.849 0.318 0.004 0.292
C 14.167 12.085 -28.166 0.320 0.404 0.623
H 12.600 7.302 -24.300 0.153 0.112 0.225
C 15.838 4.816 -25.330 0.021 -0.010 -0.971
H 15.875 8.629 -25.495 0.416 -0.144 -0.121
H 16.268 7.685 -22.936 0.061 0.033 -0.135
H 20.539 15.763 -25.552 -0.044 0.005 0.045
H 13.343 7.896 -21.933 0.106 0.434 -0.527
H 11.085 8.853 -22.618 0.037 0.055 -0.111
H 22.211 14.228 -26.626 0.126 0.176 0.168
H 21.643 7.600 -22.400 0.178 0.492 -0.340
N 19.417 14.305 -26.483 -0.072 0.737 -0.256
C 13.588 9.261 -24.279 0.807 0.794 0.886
H 17.771 15.724 -21.175 -0.157 -0.099 0.109
H 17.418 13.560 -22.419 -0.257 0.077 0.108
H 18.275 11.810 -25.941 -0.022 -0.247 0.189
H 17.760 4.749 -24.482 0.163 -0.061 0.127
H 14.805 7.110 -19.210 -0.028 0.020 0.236
H 16.946 8.952 -18.568 -0.277 -0.099 0.006
C 12.237 12.525 -26.764 -0.751 -0.657 -0.321
H 14.675 15.921 -28.626 -0.042 -0.024 0.307
C 15.799 6.801 -18.933 -0.416 0.006 -0.779
H 15.274 14.249 -28.626 0.203 0.406 -0.113
N 16.570 8.297 -26.194 -0.484 0.420 -0.097
C 23.154 9.095 -20.797 -1.003 0.644 -0.741
H 21.597 14.662 -28.191 0.119 0.069 -0.046
C 15.368 10.390 -18.762 0.592 0.820 0.567
C 11.478 11.218 -27.052 0.493 -0.208 1.213
C 21.576 9.143 -18.140 -0.236 -0.502 -0.053
C 14.596 4.551 -24.838 0.038 -0.729 0.785
H 19.046 11.719 -21.716 -0.279 0.111 -0.095
H 15.168 12.865 -26.331 0.041 0.330 -0.416
H 14.822 10.667 -22.541 0.180 -0.048 0.278
C 17.957 14.975 -28.301 -0.058 0.039 -0.513
H 14.059 14.762 -29.771 -0.312 -0.142 0.114
H 9.567 10.734 -21.469 -0.092 0.014 0.042
H 12.485 15.022 -27.760 -0.254 -0.371 -0.001
H 23.665 9.102 -19.837 0.113 0.020 -0.053
H 18.805 5.612 -19.252 0.220 0.234 0.301
C 17.550 10.929 -18.713 -0.135 1.009 -0.607
H 22.967 10.142 -21.106 0.373 0.159 0.154
H 13.608 10.173 -24.886 -0.259 -0.193 -0.304
H 20.900 9.264 -22.315 -0.078 -0.128 -0.393
H 18.957 11.788 -24.287 0.209 -0.222 -0.232
H 18.366 12.964 -27.696 0.064 -0.062 -0.090
H 24.920 9.007 -21.997 0.142 -0.180 0.076
H 11.065 10.802 -26.123 -0.034 0.327 0.103
C 18.978 12.708 -21.297 0.681 0.530 -0.304
C 16.953 10.081 -22.700 -1.478 0.790 -0.197
H 7.500 8.997 -24.696 -0.284 0.226 0.198
H 20.589 12.588 -26.217 -0.058 -0.324 0.151
C 14.389 14.876 -28.736 0.191 -0.348 0.095
H 14.911 6.964 -23.780 0.034 0.015 -0.134
H 15.651 7.150 -16.899 0.280 0.036 0.290
H 19.909 16.243 -27.089 0.056 0.012 -0.209
H 14.576 12.434 -29.110 0.272 -0.337 -0.017
N 21.816 8.521 -20.586 0.855 -0.626 0.734
H 12.851 12.462 -25.854 0.003 -0.164 0.101
H 13.663 4.516 -25.375 0.050 0.258 -0.137
C 19.882 13.218 -25.656 -0.064 -0.186 0.096
C 15.239 12.045 -27.054 0.243 0.190 0.512
H 14.466 9.816 -18.636 0.157 -0.334 -0.129
H 21.008 10.357 -19.861 0.409 0.105 -0.161
C 10.646 10.708 -18.397 -0.070 -0.072 0.948
C 12.937 8.095 -24.971 -0.450 -0.094 -0.097
C 19.847 13.301 -20.423 0.613 -0.516 0.130
H 20.439 13.599 -24.797 -0.029 0.297 -0.102
H 13.771 14.534 -26.684 0.173 0.150 -0.005
N 16.248 6.865 -17.652 0.512 -0.235 -0.314
H 16.711 6.204 -20.821 0.096 -0.089 -0.007
C 21.061 8.302 -21.803 -0.012 -0.675 0.314